The following is a quantum chemistry calculation of a 2-piece molecular cluster, C2H4N2OS overall at a distorted geometry, from the OMol25 dataset.

Computed properties:
- F_max (Eh/bohr) = 0.0836
- Kohn-Sham gap (eV) = 9.253
- relative energy (zero: lowest compared OMol25 entry of this formula, charge and spin) (eV) = 3.124
- LUMO level (eV) = 0.9
- calculated total energy (eV) = -17999.5354
- highest occupied orbital energy (hartree) = -0.3061

Geometry as XYZ:
```
10
Properties=species:S:1:pos:R:3:forces:R:3:nbo_charge:R:1
C -0.17628 0.24061 1.32377 -0.5316 -0.2687 0.8308 0.001
C 0.31017 -0.16185 -0.80635 3.4334 2.5659 0.3537 -0.228
N -3.45437 -0.80357 0.76659 1.4559 0.4965 -1.1479 -0.007
N -2.63250 -0.52543 0.08584 -1.9741 -0.6412 1.0485 -0.006
O 0.81709 0.21773 0.50281 -0.3590 0.5453 0.2105 -0.507
S 0.25440 0.77196 2.91648 -0.1477 -0.4228 0.2805 0.020
H -0.65020 0.14164 -0.93224 -2.5506 1.1442 -0.2908 0.206
H 0.34017 -1.17182 -0.80833 0.4493 -3.2496 -0.6551 0.186
H 1.01071 0.38371 -1.44454 -0.2718 -0.6903 -0.5152 0.191
H -0.91236 0.26794 3.40884 0.4963 0.5207 -0.1151 0.145
```
Positions in Å, forces in eV/Å.

***

The following is a quantum chemistry calculation of one molecule with the formula C6H9N, from the OMol25 dataset.

Computed properties:
- F_max (Eh/bohr) = 0.0134
- Kohn-Sham gap (spin up / spin down) (eV) = 8.094 / 7.547
- relative energy (zero: lowest compared OMol25 entry of this formula, charge and spin) (eV) = 5.678
- LUMO level (spin up / spin down) (eV) = 0.8 / 0.7
- calculated total energy (eV) = -7852.4814
- highest occupied orbital energy (spin up / spin down) (hartree) = -0.2694 / -0.2535

Geometry as XYZ:
```
16
Properties=species:S:1:pos:R:3:forces:R:3:nbo_charge:R:1
C -0.35434 0.82299 2.32567 0.0395 0.2479 0.5261 -0.357
C -0.44232 -0.63606 0.87928 -0.0473 -0.5784 -0.3708 0.050
N -1.04233 0.56228 1.12910 -0.2666 -0.0673 0.1444 -0.403
C -0.65463 1.09601 -0.20730 0.0846 0.2582 -0.1401 -0.191
C 0.04097 -0.25460 -0.47586 0.0127 0.0264 0.0531 -0.135
C 1.33905 -0.47837 -1.19588 0.2351 0.0254 0.0049 -0.402
C 0.06628 -1.03972 -1.75774 -0.0942 -0.0942 -0.0949 -0.406
H 0.70465 0.62091 2.42839 0.0434 0.2024 -0.2268 0.167
H -0.94802 1.05613 3.20667 0.1289 -0.1163 -0.1233 0.181
H -0.57169 -1.55332 1.43135 -0.1155 0.0589 -0.0553 0.213
H 0.00242 1.96307 -0.13439 -0.0652 -0.0547 -0.0367 0.204
H -1.52941 1.30941 -0.82727 0.1314 -0.0248 0.0234 0.201
H 2.04529 -1.17277 -0.75167 -0.1024 0.0983 -0.0279 0.222
H 1.79407 0.37289 -1.69293 -0.0681 -0.0971 0.0625 0.218
H -0.36085 -0.55458 -2.63286 0.0585 -0.0451 0.1721 0.218
H -0.08914 -2.11427 -1.72457 0.0250 0.1603 0.0892 0.220
```
Positions in Å, forces in eV/Å.

***

The following is a quantum chemistry calculation of one molecule with the formula C3H7N3O2 at a distorted geometry, from the OMol25 dataset.

Computed properties:
- F_max (Eh/bohr) = 0.0733
- Kohn-Sham gap (eV) = 10.117
- relative energy (zero: lowest compared OMol25 entry of this formula, charge and spin) (eV) = 5.576
- LUMO level (eV) = 0.6
- structure (SMILES) = CN(C=O)O/C=N\N
- calculated total energy (eV) = -11785.7375
- highest occupied orbital energy (hartree) = -0.3501

Geometry as XYZ:
```
15
Properties=species:S:1:pos:R:3:forces:R:3:nbo_charge:R:1
C -0.17747 -1.23569 -1.39408 -1.6634 -2.9815 -0.2616 -0.457
C -0.43515 0.07771 1.46104 -2.0949 0.0069 -0.7085 0.330
C -0.74066 1.14926 -1.69556 -1.4083 1.1698 -3.2944 0.498
H -0.40924 -2.11345 -0.55924 0.8742 2.4641 -2.0185 0.224
H -0.88284 -1.56328 -2.28507 1.8895 0.9166 1.5266 0.248
H 0.93417 -1.16206 -1.62612 -1.5316 -0.3420 0.0957 0.217
H -1.48793 -0.05485 1.35000 -0.8638 0.0167 0.5669 0.166
H 1.96167 0.72930 3.11095 -0.2971 -0.7118 -0.3841 0.359
H 1.78184 0.42234 1.46185 0.4803 -0.9669 2.2551 0.337
H -0.75546 2.16688 -1.28564 0.4783 -0.5256 1.2505 0.154
N -0.67017 0.02942 -0.87415 0.0480 -0.3014 -0.1589 -0.178
N 0.16026 0.08956 2.54826 1.4717 -0.7625 0.9838 -0.294
N 1.60192 0.01138 2.45594 -0.5473 2.3535 -2.2209 -0.647
O 0.10341 0.28936 0.24589 2.4168 0.9771 -0.1007 -0.399
O -0.98435 1.16411 -2.91407 0.7479 -1.3130 2.4690 -0.561
```
Positions in Å, forces in eV/Å.